C3H3Cl2N2O | ωB97M-V/def2-TZVPD

XYZ file:
```
11
Properties=species:S:1:pos:R:3:lowdin_charge:R:1
C 1.27972 0.55071 -0.44315 -0.368
C -1.36272 1.19604 -0.20634 -0.433
C 0.05839 -0.83235 0.42622 -0.734
N 1.41098 -0.65118 0.10968 0.125
N -0.27877 0.49336 -0.12263 -0.004
O 1.91782 1.44649 -0.91563 0.211
Cl -2.84083 0.58940 0.29101 0.854
Cl -0.90954 -2.06904 -0.31712 0.682
H -1.36685 1.96226 -0.97148 0.134
H -0.17647 -1.35607 2.09683 0.281
H 2.26826 -1.32962 0.05263 0.252
```

Net charge = +1
Kohn-Sham gap (alpha / beta) = 8.74 / 8.74 eV
HOMO energy (alpha / beta) = -14.85 / -14.85 eV
Energy above the lowest of the compared OMol25 structures with the same formula, charge and spin = 2.7780 eV

---

C25H33Cl2O8PS | ωB97M-V/def2-TZVPD

XYZ file:
```
70
Properties=species:S:1:pos:R:3:lowdin_charge:R:1
C 3.23802 -2.16008 -1.07364 -0.070
C 3.93320 -0.80799 -0.58256 -0.130
C 5.34111 -0.85144 0.11896 0.002
C 6.09265 0.42885 0.59130 -0.054
C 5.39533 1.79869 0.39612 -0.489
Cl 6.30588 3.29453 0.95716 0.581
C 4.00884 1.83705 -0.27453 -0.041
C 3.24573 0.55956 -0.79570 0.007
C 1.82198 0.76141 -1.51930 -0.236
O 1.44942 0.07816 -2.51184 0.042
C 0.92251 1.94488 -0.89413 -0.015
C -0.61295 1.82888 -0.84319 0.046
C -1.51571 2.96936 -0.23568 -0.136
C -3.09633 2.76020 -0.27788 -0.165
C -3.71756 2.11655 1.05004 -0.192
C -2.97694 0.78890 1.55297 -0.224
C -3.15053 -0.47065 0.55607 -0.235
S -2.17264 -1.86601 1.33258 0.452
O -3.10656 -2.73659 2.14241 -0.390
O -1.10438 -1.34556 2.27730 -0.411
Cl -1.13927 -2.98647 -0.11039 0.375
C -0.76859 4.18892 0.34475 -0.002
C 0.80274 4.34293 0.30995 -0.251
P 1.59314 5.89817 1.04267 0.893
O 3.16113 5.59134 1.65662 -0.318
O 0.63775 6.22370 2.46247 -0.338
C 1.65882 3.22420 -0.33572 -0.037
C 3.23973 3.22813 -0.50049 -0.284
O 3.91805 4.23898 -0.83347 0.023
H 3.36615 -2.94453 -0.25225 0.084
H 2.13458 -1.97728 -1.29956 0.063
H 3.71571 -2.52639 -2.05199 0.097
H 5.88916 -1.84197 0.30355 0.105
H 7.12195 0.42595 1.07059 0.096
H -1.06732 0.86514 -1.27145 0.098
H -3.56621 3.81086 -0.39592 0.127
H -3.37208 2.14203 -1.20090 0.091
H -4.80164 1.80360 0.78372 0.120
H -3.83955 2.86813 1.91974 0.127
H -1.89454 1.04325 1.80058 0.111
H -3.49614 0.47410 2.53841 0.131
H -4.22519 -0.84615 0.47085 0.123
H -2.79274 -0.20494 -0.50075 0.069
H -1.37043 5.03902 0.83105 0.106
H 3.16443 4.66842 2.00076 0.050
H 0.57165 5.32769 2.88846 0.050
C -2.78907 1.21159 -3.78314 -0.056
C -2.99050 -0.29321 -3.86375 -0.481
C -3.84430 -0.67060 -5.06356 -0.060
O -3.62296 -0.75749 -2.66716 -0.077
H -3.74830 1.72832 -3.66929 0.086
H -2.18487 1.47263 -2.91288 0.035
H -2.29248 1.59192 -4.67901 0.091
H -2.01937 -0.79130 -3.93170 0.144
H -4.83912 -0.21858 -4.99266 0.083
H -3.99113 -1.75319 -5.10496 0.082
H -3.37907 -0.34483 -5.99712 0.084
H -4.48384 -0.32200 -2.59985 0.092
C 0.48741 -5.09932 1.75829 -0.101
C 1.49309 -5.33230 2.87415 -0.498
C 0.85856 -6.06279 4.04723 -0.065
O 2.00696 -4.07839 3.31773 -0.057
H -0.34502 -4.48051 2.10623 0.047
H 0.95407 -4.56357 0.92754 0.045
H 0.08631 -6.04505 1.38373 0.086
H 2.33774 -5.91333 2.49296 0.137
H 0.03821 -5.47694 4.47420 0.083
H 1.58938 -6.21308 4.84654 0.079
H 0.46891 -7.03738 3.74171 0.079
H 1.26706 -3.55615 3.65699 0.089
```

SMILES = Cc1ccc(Cl)c2c1C(=O)c1cc(CCCCS(=O)(=O)Cl)cc(P(O)O)c1C2=O.CC(C)O.CC(C)O
Kohn-Sham gap = 7.45 eV
HOMO energy = -8.93 eV

---

C37H31AuO2P2 | ωB97M-V/def2-TZVPD

XYZ file:
```
73
Properties=species:S:1:pos:R:3:lowdin_charge:R:1
Au 0.00444 -0.03768 -0.16299 0.732
O 2.68393 2.76472 -0.26335 -0.054
C 3.96755 2.27659 -0.17655 -0.223
C 5.14557 3.01983 -0.16898 -0.003
C 6.36808 2.37099 -0.07145 -0.069
C 6.44015 0.99350 0.01549 -0.074
C 5.26855 0.25878 0.01089 -0.078
C 4.03098 0.88096 -0.08146 -0.263
P 2.51835 -0.15385 -0.09912 1.031
C 2.84175 -1.10758 -1.63347 -0.365
C 2.38187 -0.54056 -2.81657 -0.108
C 2.58536 -1.18637 -4.02477 -0.078
C 3.23998 -2.40886 -4.05846 -0.085
C 3.69746 -2.97998 -2.88019 -0.076
C 3.50178 -2.32962 -1.67056 -0.091
C 2.77613 -1.27862 1.31617 -0.371
C 2.22626 -2.55961 1.27585 -0.107
C 2.35998 -3.40206 2.36818 -0.071
C 3.02915 -2.97274 3.50718 -0.088
C 3.55706 -1.69121 3.55585 -0.087
C 3.43130 -0.84435 2.46426 -0.101
C 2.16811 4.04005 -0.24536 -0.238
C 2.88500 5.22745 -0.34572 -0.002
C 2.21846 6.44381 -0.28222 -0.070
C 0.84979 6.49158 -0.11519 -0.077
C 0.13894 5.30591 -0.02488 -0.063
C 0.77455 4.07552 -0.08602 -0.255
P -0.18369 2.50708 0.02034 1.044
C -0.34365 2.45693 1.86125 -0.350
C -1.54473 2.23398 2.53024 -0.109
C -1.58086 2.15645 3.91537 -0.075
C -0.41619 2.29491 4.65421 -0.086
C 0.78545 2.50891 3.99459 -0.078
C 0.82232 2.59230 2.61222 -0.095
C -1.79654 2.94394 -0.71712 -0.378
C -2.02571 2.45692 -1.99986 -0.112
C -3.22300 2.72370 -2.64619 -0.072
C -4.20614 3.46581 -2.00999 -0.077
C -3.98945 3.94906 -0.72645 -0.071
C -2.78880 3.69038 -0.08323 -0.114
H 5.14643 4.08727 -0.23390 0.079
H 7.27547 2.96066 -0.06754 0.109
H 7.39715 0.49530 0.09022 0.107
H 5.31241 -0.82096 0.08377 0.113
H 1.85838 0.40914 -2.79290 0.094
H 2.22146 -0.73939 -4.94090 0.103
H 3.38884 -2.91780 -5.00190 0.101
H 4.20624 -3.93517 -2.90187 0.103
H 3.86232 -2.78387 -0.75618 0.099
H 1.66451 -2.87984 0.40412 0.089
H 1.92809 -4.39365 2.33291 0.107
H 3.12950 -3.63274 4.35916 0.101
H 4.06958 -1.34711 4.44520 0.101
H 3.84570 0.15594 2.51338 0.102
H 3.94551 5.24123 -0.48416 0.081
H 2.78765 7.36041 -0.36439 0.109
H 0.33323 7.44039 -0.06628 0.106
H -0.93502 5.34925 0.09164 0.095
H -2.46469 2.10694 1.97656 0.083
H -2.52460 1.98221 4.41612 0.106
H -0.44269 2.23206 5.73399 0.102
H 1.70432 2.61196 4.55792 0.104
H 1.77650 2.75165 2.12405 0.098
H -1.27015 1.85398 -2.49075 0.100
H -3.39270 2.33651 -3.64224 0.107
H -5.14374 3.66437 -2.51263 0.104
H -4.75697 4.52444 -0.22528 0.106
H -2.63169 4.06692 0.91937 0.101
C -2.07289 -0.34354 -0.00834 -0.212
H -2.27152 -1.33889 0.35550 -0.008
H -2.49803 -0.20412 -0.99483 -0.004
H -2.43000 0.41843 0.68943 -0.024
O -0.39132 -1.83374 -0.85039 -0.661
```

Kohn-Sham gap (alpha / beta) = 7.07 / 7.08 eV
HOMO energy (alpha / beta) = -6.79 / -6.80 eV
Energy above the lowest of the compared OMol25 structures with the same formula, charge and spin = 0.0000 eV

---

C4H13N2O | ωB97M-V/def2-TZVPD

XYZ file:
```
20
Properties=species:S:1:pos:R:3:lowdin_charge:R:1
C 2.51454 1.21903 -0.11083 -0.068
C -2.29517 0.43039 -0.96631 -0.043
C 2.08215 -0.28859 -0.36165 -0.095
C 0.29082 -1.52402 0.65259 -0.312
N -0.88170 -1.63854 1.18081 0.092
N -2.05553 0.58704 0.52356 0.083
O 0.65087 -0.39834 0.19452 -0.076
H 2.75710 1.47603 0.90497 0.067
H 3.47284 1.34504 -0.56666 0.065
H 1.81111 2.00122 -0.49357 0.090
H -1.26601 0.80688 -1.40323 0.125
H -2.43738 -0.56117 -1.26759 0.061
H -3.04657 1.07421 -1.47661 0.104
H 2.74953 -1.00245 0.16258 0.123
H 1.96241 -0.40304 -1.55408 0.169
H 0.95590 -2.45238 0.54143 0.177
H -1.20914 -2.53125 1.53471 0.097
H -1.53739 -0.32634 0.88859 0.046
H -1.54877 1.42399 0.56959 0.108
H -2.96961 0.76229 1.04718 0.188
```

Net charge = +1
Kohn-Sham gap = 11.69 eV
HOMO energy = -14.40 eV
Energy above the lowest of the compared OMol25 structures with the same formula, charge and spin = 2.5418 eV

---

C10H7F5O8PdS2 | ωB97M-V/def2-TZVPD

XYZ file:
```
33
Properties=species:S:1:pos:R:3:lowdin_charge:R:1
Pd 0.59895 0.06447 -0.96922 1.292
O -2.55642 -2.09753 -2.16764 -0.210
S -1.45068 -1.45306 -1.56088 0.526
O -0.81785 -0.33267 -2.36642 -0.379
O -0.31069 -2.25254 -1.09355 -0.306
C -1.93147 -0.56351 -0.07902 -0.247
C -2.35707 -1.39386 0.95241 -0.041
C -2.57637 -0.89184 2.21946 -0.032
C -2.34195 0.45099 2.47710 -0.037
C -1.92101 1.29191 1.46401 -0.044
C -1.71864 0.81246 0.16645 -0.241
S -1.36744 2.14639 -1.02154 0.589
O -1.34821 3.36448 -0.27579 -0.258
O -2.23969 2.01629 -2.13658 -0.237
O 0.14785 1.88429 -1.43350 -0.368
H -2.49046 -2.44835 0.74823 0.130
H -2.90942 -1.55270 3.00811 0.118
H -2.49462 0.85308 3.46958 0.116
H -1.76537 2.34339 1.65359 0.115
C 2.29361 0.54719 2.72069 0.022
C 1.70304 0.00747 1.45564 -0.650
O 1.69834 0.84576 0.45367 -0.119
O 1.25010 -1.12062 1.31056 0.041
H 3.30483 0.90334 2.52804 0.093
H 2.30348 -0.22732 3.48197 0.090
H 1.70384 1.39971 3.05742 0.092
F 2.96779 0.98778 -1.93972 0.182
C 2.05192 0.15599 -2.37610 -0.412
F 1.52814 0.58635 -3.49345 0.192
C 2.62668 -1.28397 -2.52887 -0.596
F 2.93296 -1.76529 -1.32887 0.181
F 3.73207 -1.20901 -3.26696 0.197
F 1.75376 -2.06906 -3.12884 0.198
```

Kohn-Sham gap = 7.49 eV
HOMO energy = -10.73 eV
Energy above the lowest of the compared OMol25 structures with the same formula, charge and spin = 0.9664 eV